The following is a quantum chemistry calculation of C39H35F6O9P2S4W as an isolated structure, from the OMol25 dataset.

Properties
HOMO-LUMO gap   5.785 eV
E   -5126.035674 Eh

```
! RIJCOSX wB97M-V def2-TZVPD def2/J DEFGRID3
* xyz 1 1
S 1.558 -0.302 2.091
C -3.792 -0.499 -3.945
C 2.664 -1.839 -0.967
C 1.174 -0.065 4.768
H -4.238 -0.904 -0.351
C -1.623 1.041 4.337
C 2.342 -3.268 -0.451
C 0.180 -0.935 -5.761
F 4.266 -1.776 -2.789
O -0.445 -1.845 0.512
H -2.594 1.353 3.945
C -5.022 1.559 -4.109
O -1.135 -0.009 -1.065
P -1.798 -2.481 0.315
F 1.221 -3.766 -1.004
O 1.511 -1.013 -0.830
C -0.469 -0.511 -4.619
C -1.733 -4.224 0.694
S -1.315 0.818 1.640
O 0.983 1.076 -2.333
C -0.203 -2.719 -3.655
C 2.757 4.176 -2.714
C -3.005 0.077 -2.944
C -4.805 0.246 -4.522
C 0.619 -2.253 -5.863
C 1.354 5.522 -0.706
O -0.292 2.227 -0.541
H -6.029 -0.042 1.102
H -2.595 1.820 -1.754
H 0.337 -0.242 -6.579
H -1.652 -7.973 1.576
H 0.253 -6.523 2.188
H -2.023 -3.252 -1.935
H 2.053 7.314 -1.646
C -5.217 -0.617 1.532
P -1.690 -0.870 -2.216
H 0.792 6.031 0.068
C -2.358 -2.356 -1.423
C 3.921 -1.349 -0.255
H -5.813 2.141 -4.568
C 1.356 4.141 -0.740
C 2.059 3.464 -1.757
H -2.311 -2.660 3.077
H -1.791 0.226 5.047
C -1.676 -6.918 1.331
H 1.842 -0.931 4.759
C 0.540 0.141 3.417
H -4.411 3.153 -2.807
W 0.500 0.391 0.060
O 2.221 1.334 -0.334
F 2.191 -3.275 0.879
C -2.820 -5.038 0.363
C -4.134 -1.592 3.457
C -3.128 -2.090 2.646
F 3.362 -4.092 -0.734
C -5.175 -0.853 2.900
C -0.691 0.616 3.222
C 2.742 5.564 -2.674
F 2.615 -3.145 -3.040
H -0.824 0.511 -4.543
H 4.690 -2.109 -0.346
C -0.605 -6.105 1.674
C 2.056 6.231 -1.672
H -3.446 -2.332 -1.470
F 2.286 -1.021 -3.207
H 3.323 3.640 -3.467
H 4.286 -0.439 -0.709
H -5.422 -0.189 -5.299
C -4.235 2.130 -3.119
H 3.283 6.125 -3.427
H 0.415 -0.225 5.535
C -4.211 -1.114 0.715
H -3.698 -4.620 -0.126
O 0.983 2.506 1.394
C -3.161 -1.839 1.272
C -0.668 -1.407 -3.561
H -0.309 -3.415 -2.834
C -2.786 -6.387 0.678
H 1.773 0.807 5.054
O -0.666 4.261 0.864
H -4.113 -1.784 4.525
C -0.629 -4.752 1.358
S 2.202 1.701 -1.831
H -3.606 -1.519 -4.277
C -3.220 1.390 -2.528
H 3.730 -1.176 0.790
S 0.273 3.303 0.391
O 3.423 1.402 -2.496
H 0.199 -4.103 1.619
H 1.112 -2.588 -6.768
H -1.195 1.886 4.884
H 0.803 -4.155 -4.882
C 0.435 -3.139 -4.812
C 2.962 -1.945 -2.532
H -5.960 -0.462 3.537
H -3.626 -7.024 0.424
*
```

Here are the Löwdin charges for atoms 1 to 4, given in e: 0.838 -0.070 -0.298 -0.096



The following is a quantum chemistry calculation of a 2-piece molecular cluster, C2H5NO2S2 overall, from the OMol25 dataset.

Properties
HOMO-LUMO gap   9.310 eV
ΔE to the lowest compared entry with this formula, charge and spin   440.7 kJ/mol
E   -1080.649019 Eh
SMILES   O=[NH+][O-].C=C(S)S

```
! RIJCOSX wB97M-V def2-TZVPD def2/J DEFGRID3
* xyz 0 1
N 0.495 -1.506 1.771
O 1.357 -1.972 2.544
S -1.430 1.868 0.020
H 0.374 -2.086 0.769
S -0.648 -0.829 -1.230
H 1.842 0.184 -0.452
O -0.124 -0.512 1.964
H 1.648 1.743 0.394
H -1.780 -0.462 -1.492
C 1.181 1.001 -0.220
H -1.702 1.205 1.130
C -0.129 0.740 -0.417
*
```

Here are the Löwdin charges for atoms 1 to 4, given in e: -0.301 0.012 0.732 0.189



The following is a quantum chemistry calculation of a 2-piece molecular cluster, C5H3IN overall, from the OMol25 dataset.

Properties
HOMO-LUMO gap (spin up / spin down)   8.591 / 2.988 eV
ΔE to the lowest compared entry with this formula, charge and spin   527.5 kJ/mol
E   -544.148108 Eh

```
! RIJCOSX wB97M-V def2-TZVPD def2/J DEFGRID3
* xyz 1 1
C 0.178 -0.180 0.207
C -5.521 -1.145 0.631
H -2.975 -0.401 2.055
C 1.278 -0.020 -0.305
H 3.225 0.343 -1.082
I -6.573 0.351 0.028
C -2.053 -0.262 1.457
H 2.275 -0.600 -1.955
N 2.233 -0.045 -1.097
C -0.969 -0.169 0.884
*
```

Here are the Löwdin charges for atoms 1 to 4, given in e: 0.083 -0.725 0.081 -0.043



> Look up the E of the first one.

-5126.035674 Eh



> What is the E in the third record?

-544.148108 Eh



> The lowest E belongs to which entry?

C39H35F6O9P2S4W